Entry from the OMol25 dataset: one molecule with the formula C5H6ClN3O2 (ωB97M-V/def2-TZVPD).

Calculated values
LUMO level (alpha / beta) = -1.25 / -1.12 eV
energy relative to the best compared isomer or geometry (same formula, charge and spin) = 7.182 eV
net charge = 0
frontier orbital gap (alpha / beta) = 6.806 / 7.445 eV

Each atom is followed by the atoms it is bonded to, with distances in Å.
Geometry (Å):
1 C 1.57 -1.26 1.48  C2 1.318, O9 1.157
2 C 1.27 -0.29 0.64  C1 1.318, C4 1.604, N6 1.386
3 C -2.00 -0.46 0.19  N7 1.361, N8 1.278, Cl11 1.867
4 C 2.71 0.26 0.17  C2 1.604, H12 0.996, H13 1.058, H14 1.020
5 C -1.35 1.20 -1.46  N7 1.498, H15 1.086, H16 1.124, H17 1.043
6 N 0.27 0.30 -0.11  C2 1.386, N7 1.284
7 N -0.99 0.27 -0.35  C3 1.361, C5 1.498, N6 1.284
8 N -1.71 -1.35 1.07  C3 1.278, O10 1.263
9 O 1.84 -2.29 1.94  C1 1.157
10 O -2.53 -2.12 1.65  N8 1.263
11 Cl -3.75 -0.04 -0.29  C3 1.867
12 H 3.41 0.27 0.88  C4 0.996
13 H 2.96 -0.37 -0.64  C4 1.058
14 H 2.61 1.21 -0.17  C4 1.020
15 H -2.13 1.87 -1.10  C5 1.086
16 H -0.49 1.92 -1.50  C5 1.124
17 H -1.68 0.89 -2.40  C5 1.043

=====

Entry from the OMol25 dataset: a 13-piece molecular cluster, C5H34NO14 overall (ωB97M-V/def2-TZVPD).

Calculated values
LUMO level = 2.77 eV
energy relative to the best compared isomer or geometry (same formula, charge and spin) = 2.649 eV
net charge = -1
frontier orbital gap = 9.420 eV

Each atom is followed by the atoms it is bonded to, with distances in Å.
Geometry (Å):
1 O -0.79 -3.06 -2.55  C2 1.239
2 C -1.16 -2.09 -1.87  O1 1.239, N3 1.384, H9 1.110
3 N -0.13 -1.45 -1.21  C2 1.384, C4 1.463, H10 0.993
4 C -0.32 -0.14 -0.59  N3 1.463, C5 1.506, C8 1.528, H11 1.128
5 C 0.87 0.33 0.22  C4 1.506, C6 1.472, H12 1.163, H13 1.122
6 C 0.69 1.66 0.82  C5 1.472, O7 1.439, H14 1.155, H15 1.119
7 O 0.33 1.61 2.22  C6 1.439
8 C -1.61 -0.09 0.22  C4 1.528, H16 1.112, H17 1.108, H18 1.097
9 H -2.20 -1.71 -1.88  C2 1.110
10 H 0.73 -1.94 -1.18  N3 0.993
11 H -0.55 0.61 -1.39  C4 1.128
12 H 1.89 0.21 -0.33  C5 1.163
13 H 0.98 -0.39 1.07  C5 1.122
14 H 1.64 2.32 0.79  C6 1.155
15 H -0.12 2.27 0.35  C6 1.119
16 H -1.47 -0.20 1.32  C8 1.112
17 H -2.06 0.90 -0.03  C8 1.108
18 H -2.39 -0.82 0.00  C8 1.097
19 H -3.35 4.15 -0.11  O21 0.960
20 H -2.11 3.66 0.57  O21 0.989
21 O -2.41 4.08 -0.28  H19 0.960, H20 0.989
22 H -0.18 -2.15 1.14  O24 0.964
23 H 0.01 -2.16 2.69  O24 0.977
24 O 0.09 -2.70 1.88  H22 0.964, H23 0.977
25 H -2.63 2.06 2.12  O27 0.941
26 H -1.10 2.31 2.32  O27 1.045
27 O -1.99 2.75 2.01  H25 0.941, H26 1.045
28 H -1.61 1.83 -2.17  O30 0.976
29 H -2.48 2.67 -1.24  O30 1.003
30 O -2.54 1.92 -1.91  H28 0.976, H29 1.003
31 H -0.18 0.28 2.91  O33 1.043
32 H 0.37 -0.58 4.01  O33 0.960
33 O -0.34 -0.64 3.37  H31 1.043, H32 0.960
34 H 2.03 -1.97 2.12  O36 0.966
35 H 3.07 -0.84 2.38  O36 0.974
36 O 2.97 -1.74 2.03  H34 0.966, H35 0.974
37 H -3.64 0.31 -1.82  O39 0.937
38 H -4.10 -0.24 -3.37  O39 0.924
39 O -3.99 -0.28 -2.46  H37 0.937, H38 0.924
40 H 1.58 -4.88 -2.16  O42 0.940
41 H 0.74 -3.61 -2.23  O42 0.981
42 O 1.66 -3.95 -2.21  H40 0.940, H41 0.981
43 H 1.54 1.14 2.65  O45 1.109
44 H 2.73 1.71 3.19  O45 0.959
45 O 2.51 0.79 3.05  H43 1.109, H44 0.959
46 H 2.36 -3.03 -0.73  O48 0.965
47 H 2.98 -2.17 0.41  O48 0.986
48 O 2.89 -2.24 -0.57  H46 0.965, H47 0.986
49 H 3.59 -0.26 -2.32  O51 0.968
50 H 2.22 -0.81 -2.39  O51 0.960
51 O 2.69 0.01 -2.55  H49 0.968, H50 0.960
52 H 0.63 2.72 -1.52  O54 0.960
53 H 1.16 1.56 -2.41  O54 0.972
54 O 0.51 2.28 -2.36  H52 0.960, H53 0.972

=====

Entry from the OMol25 dataset: a 2-piece molecular cluster, C4H3NO overall (ωB97M-V/def2-TZVPD).

Calculated values
LUMO level = -0.94 eV
energy relative to the best compared isomer or geometry (same formula, charge and spin) = 3.979 eV
net charge = 0
frontier orbital gap = 8.799 eV

Each atom is followed by the atoms it is bonded to, with distances in Å.
Geometry (Å):
1 O 0.15 -1.71 1.07  C2 1.308, H7 0.979
2 C -0.37 -0.78 0.31  O1 1.308, C3 1.430
3 C -0.58 0.46 1.01  C2 1.430, C4 1.210
4 C -0.79 1.55 1.48  C3 1.210, H9 1.069
5 C 0.72 -0.22 -2.59  N6 1.155, H8 1.087
6 N 1.46 0.23 -3.36  C5 1.155
7 H 0.32 -1.41 1.99  O1 0.979
8 H 0.07 -0.62 -1.82  C5 1.087
9 H -0.98 2.51 1.91  C4 1.069

=====

Entry from the OMol25 dataset: one molecule with the formula C18H19FN2O4S2 (ωB97M-V/def2-TZVPD).

Calculated values
LUMO level = 0.17 eV
net charge = 0
SMILES = O=C(CCC(=O)N1CCN(S(=O)(=O)c2cccc(F)c2)CC1)c1cccs1
frontier orbital gap = 9.175 eV

Each atom is followed by the atoms it is bonded to, with distances in Å.
Geometry (Å):
1 O -3.14 2.10 -0.85  C2 1.217
2 C -2.28 2.42 -1.65  O1 1.217, C3 1.519, C23 1.452
3 C -1.71 1.42 -2.65  C2 1.519, C4 1.545, H28 1.091, H29 1.091
4 C -0.23 1.12 -2.31  C3 1.545, C5 1.520, H30 1.091, H31 1.091
5 C 0.14 1.55 -0.90  C4 1.520, O6 1.218, N7 1.353
6 O 0.92 2.47 -0.71  C5 1.218
7 N -0.46 0.91 0.13  C5 1.353, C8 1.444, C22 1.446
8 C -1.34 -0.23 0.05  N7 1.444, C9 1.545, H32 1.098, H33 1.087
9 C -0.92 -1.26 1.13  C8 1.545, N10 1.445, H34 1.090, H35 1.093
10 N 0.47 -1.10 1.48  C9 1.445, S11 1.683, C21 1.451
11 S 1.52 -1.65 0.28  N10 1.683, O12 1.429, O13 1.437, C14 1.795
12 O 2.78 -0.98 0.43  S11 1.429
13 O 0.90 -1.69 -1.01  S11 1.437
14 C 1.71 -3.34 0.86  S11 1.795, C15 1.382, C20 1.380
15 C 2.46 -3.57 1.99  C14 1.382, C16 1.385, H36 1.078
16 C 2.59 -4.86 2.47  C15 1.385, C17 1.386, H37 1.079
17 C 1.97 -5.92 1.82  C16 1.386, C18 1.384, H38 1.079
18 C 1.23 -5.65 0.68  C17 1.384, F19 1.345, C20 1.385
19 F 0.63 -6.67 0.04  C18 1.345
20 C 1.09 -4.37 0.18  C14 1.380, C18 1.385, H39 1.078
21 C 0.77 0.18 2.08  N10 1.451, C22 1.539, H40 1.090, H41 1.095
22 C -0.12 1.28 1.48  N7 1.446, C21 1.539, H42 1.095, H43 1.091
23 C -1.72 3.76 -1.68  C2 1.452, C24 1.376, S27 1.732
24 C -1.91 4.73 -0.72  C23 1.376, C25 1.401, H44 1.075
25 C -1.21 5.91 -0.99  C24 1.401, C26 1.364, H45 1.075
26 C -0.50 5.84 -2.15  C25 1.364, S27 1.705, H46 1.073
27 S -0.66 4.33 -2.93  C23 1.732, C26 1.705
28 H -1.78 1.83 -3.65  C3 1.091
29 H -2.32 0.52 -2.60  C3 1.091
30 H 0.00 0.06 -2.44  C4 1.091
31 H 0.43 1.69 -2.98  C4 1.091
32 H -2.38 0.09 0.21  C8 1.098
33 H -1.25 -0.70 -0.93  C8 1.087
34 H -1.06 -2.27 0.76  C9 1.090
35 H -1.51 -1.13 2.05  C9 1.093
36 H 2.94 -2.73 2.48  C15 1.078
37 H 3.18 -5.06 3.36  C16 1.079
38 H 2.06 -6.93 2.17  C17 1.079
39 H 0.52 -4.17 -0.71  C20 1.078
40 H 1.83 0.38 1.88  C21 1.090
41 H 0.62 0.11 3.17  C21 1.095
42 H -1.04 1.40 2.05  C22 1.095
43 H 0.41 2.24 1.45  C22 1.091
44 H -2.54 4.57 0.14  C24 1.075
45 H -1.23 6.78 -0.36  C25 1.075
46 H 0.12 6.59 -2.59  C26 1.073

=====

> Which of these has the lowest net charge?

C5H34NO14

=====

> net charge of number 3 (C4H3NO)?

0